(w)
52
Properties=species:S:1:pos:R:3 method="wB97M-V/def2-TZVPD" orbital_gap_ev="7.495 / 7.498" spin_multiplicity=5 s2=6.011 homo_energy_ev="-7.08 / -7.24"
Fe -0.1494 0.1187 -0.2558
C -0.9989 -2.4148 1.2213
C -1.4812 -1.2653 1.8420
C -0.7057 -0.6259 2.8072
C 0.5517 -1.1191 3.1279
C 1.0272 -2.2671 2.5078
C 0.2500 -2.9156 1.5599
H -1.6073 -2.9233 0.4846
H -2.4807 -0.9118 1.6326
H -1.0932 0.2454 3.3205
H 1.1557 -0.6158 3.8732
H 2.0043 -2.6577 2.7615
H 0.6198 -3.8093 1.0769
C 0.4026 3.2121 3.0719
C -0.8363 3.8382 3.0166
C -1.6833 3.5540 1.9630
C -1.2863 2.6471 0.9789
N -0.0912 2.0326 1.0523
C 0.7224 2.3179 2.0711
C -2.1711 2.2714 -0.1399
C -3.0304 3.2208 -0.7016
C -3.8641 2.8638 -1.7457
C -3.8675 1.5489 -2.1958
C -3.0078 0.6171 -1.6292
C -2.1141 0.9483 -0.6093
H 1.0993 3.4099 3.8742
H -1.1383 4.5327 3.7897
H -2.6614 4.0100 1.9038
H 1.6740 1.7990 2.0713
H -3.0277 4.2444 -0.3394
H -4.5007 3.6039 -2.2145
H -4.5320 1.2540 -3.0001
H -3.0306 -0.4020 -2.0059
O 0.9379 -1.3799 -1.0042
C 1.0772 -2.0674 -2.0935
C 1.5776 -3.3887 -2.0330
C 1.7110 -4.1709 -3.1563
C 1.3680 -3.6655 -4.4100
C 0.9078 -2.3694 -4.5030
C 0.7567 -1.5504 -3.3794
C 0.2878 -0.1801 -3.5034
N 0.1676 0.7209 -2.5399
C -0.2728 1.8812 -3.1261
C -0.4196 1.6966 -4.4621
N -0.0699 0.3864 -4.6885
H 1.8535 -3.7663 -1.0562
H 2.0854 -5.1838 -3.0687
H 1.4678 -4.2788 -5.2954
H 0.6720 -1.9863 -5.4904
H -0.4520 2.7688 -2.5420
H -0.7559 2.3496 -5.2473
H -0.0829 -0.0704 -5.5800


(x)
52
Properties=species:S:1:pos:R:3 method="wB97M-V/def2-TZVPD" orbital_gap_ev="4.256 / 5.821" spin_multiplicity=5 s2=6.080 homo_energy_ev="-4.87 / -7.13"
Fe 0.2086 -0.5809 -0.5824
C 1.0055 -0.9887 2.6714
C 2.5042 -0.9274 1.1742
C 2.2769 -2.0572 0.2506
C 1.3073 -3.0237 0.4137
C 0.2924 -3.0452 1.4113
C 0.1352 -2.1550 2.4255
H 0.6126 -0.3972 3.5019
H 3.3484 -0.3170 0.8358
H 3.0710 -2.2423 -0.4600
H 1.3308 -3.8581 -0.2722
H -0.4081 -3.8658 1.3527
H -0.6911 -2.2740 3.1085
C -4.1409 -0.8389 0.5724
C -4.7326 -0.6486 -0.6748
C -3.9351 -0.6982 -1.7970
C -2.5637 -0.9252 -1.6678
N -1.9964 -1.1146 -0.4496
C -2.7789 -1.0717 0.6228
C -1.6262 -0.9125 -2.7787
C -1.9996 -0.8947 -4.1258
C -1.0348 -0.8433 -5.1115
C 0.3112 -0.8121 -4.7780
C 0.6876 -0.8197 -3.4409
C -0.2629 -0.8677 -2.4367
H -4.7248 -0.8012 1.4773
H -5.7929 -0.4530 -0.7568
H -4.3658 -0.5384 -2.7725
H -2.2802 -1.2379 1.5676
H -3.0431 -0.9206 -4.4072
H -1.3303 -0.8220 -6.1510
H 1.0614 -0.7838 -5.5544
H 1.7401 -0.7858 -3.1826
O -0.0684 1.3075 -0.3920
C 0.2836 2.3912 0.2058
C -0.1781 3.6290 -0.2880
C 0.2101 4.8219 0.2647
C 1.0831 4.8247 1.3541
C 1.5335 3.6456 1.8880
C 1.1623 2.3810 1.3621
C 1.6576 1.1725 1.8812
N 1.2681 -0.1202 1.4306
C 2.5229 -1.2303 2.7328
C 3.1226 -0.0355 3.3414
N 2.6307 1.1350 2.8594
H -0.8473 3.5919 -1.1364
H -0.1461 5.7533 -0.1468
H 1.4048 5.7626 1.7791
H 2.1902 3.7017 2.7439
H 2.8973 -2.1838 3.0891
H 4.0609 -0.0301 3.8661
H 3.0282 2.0037 3.1786


Most stable one: (w), least stable one: (x).


(w)
13
Properties=species:S:1:pos:R:3 method="wB97M-V/def2-TZVPD" smiles="O=CN=C(NO)NO" orbital_gap_ev=9.688 homo_energy_ev=-9.75
C -0.0218 -0.3349 -0.2307
C 0.5541 1.7501 -1.0903
H 0.1672 -2.9596 0.7496
H 1.6511 -1.5839 -0.5218
H -1.0086 -0.7836 1.4909
H -1.4072 1.5964 0.4816
H 1.3980 2.5370 -1.6996
N 0.9940 -1.1423 0.2918
N -1.2886 -0.4308 0.3749
N 0.4935 0.4058 -1.2369
O 0.5932 -2.1942 1.2666
O -2.0784 0.7618 0.2666
O -0.0463 2.3782 -0.1426


(x)
13
Properties=species:S:1:pos:R:3 method="wB97M-V/def2-TZVPD" orbital_gap_ev=10.115 homo_energy_ev=-9.94
C -0.4370 -0.0736 0.2466
C 1.8489 -0.6738 -0.2185
N -1.4096 0.8228 0.1591
N -0.6824 -1.2184 0.9250
N -1.4691 1.8562 -0.7392
O -0.9254 1.7168 -1.8129
O -2.2234 2.7529 -0.4313
O 0.7714 0.2951 -0.2284
H 2.6560 -0.3234 -0.9467
H 1.4893 -1.5985 -0.6489
H 2.3356 -0.8082 0.8238
H -1.6438 -1.2366 1.0048
H -0.3104 -1.5114 1.8666


Most stable one: (x), least stable one: (w).


(w)
105
Properties=species:S:1:pos:R:3 method="wB97M-V/def2-TZVPD" smiles=COC[C@H](C)N.COC[C@H](C)N.COC[C@H](C)N.COC[C@H](C)N.COC[C@H](C)N.OCCO.OCCO orbital_gap_ev=9.062 homo_energy_ev=-8.87
C -2.4659 -1.7458 3.1319
C -3.7885 -1.0908 2.7606
C -4.8659 -1.4207 3.8142
O -4.9748 -2.8282 3.9199
C -5.7350 -3.2232 5.0276
N -3.6115 0.3348 2.5653
H -1.8587 -1.5308 2.2469
H -2.5510 -2.8255 3.2188
H -1.9649 -1.3191 4.0020
H -4.1514 -1.6064 1.8679
H -5.8596 -1.0324 3.5782
H -4.4639 -0.9796 4.7374
H -5.4865 -2.6234 5.9068
H -5.6299 -4.2851 5.2609
H -6.8143 -3.1652 4.8175
H -4.4893 0.8187 2.3843
H -3.3343 0.7683 3.4474
C 0.5931 0.4293 4.2346
C 0.8533 0.2365 5.7379
C -0.1139 -0.7168 6.4054
O -1.4489 -0.2940 6.2756
C -2.2756 -1.1745 7.0114
N 2.2481 -0.2635 5.8273
H 1.2452 1.2095 3.8483
H -0.4561 0.6669 4.0348
H 0.7205 -0.4608 3.6126
H 0.8821 1.2365 6.1852
H 0.1545 -0.9418 7.4508
H 0.0337 -1.7165 5.9631
H -3.3329 -0.9973 6.8252
H -2.0693 -0.9770 8.0712
H -2.1084 -2.2478 6.8698
H 2.8436 0.2468 5.1937
H 2.5660 -0.1168 6.7801
C 2.5239 -1.9927 -4.4201
C 1.5560 -1.3615 -3.3789
C 1.0303 0.0170 -3.7205
O 0.1054 -0.0718 -4.7880
C -0.4634 1.1712 -5.1438
N 0.4588 -2.3013 -3.1492
H 3.0588 -2.7945 -3.9063
H 3.2726 -1.2457 -4.6802
H 1.9679 -2.4739 -5.2222
H 2.1720 -1.3895 -2.4745
H 1.8021 0.7455 -3.9911
H 0.4464 0.3775 -2.8598
H -1.1683 1.0206 -5.9571
H 0.3060 1.8855 -5.4400
H -1.0260 1.5051 -4.2662
H 0.0909 -2.6003 -4.0508
H -0.3400 -1.7964 -2.7629
C 3.1881 3.2767 -4.1371
C 3.3586 4.0437 -2.8332
C 2.9486 5.4947 -2.9371
O 3.8302 6.2215 -3.7599
C 3.9208 7.5872 -3.4918
N 2.5137 3.3942 -1.8573
H 2.1354 3.0131 -4.2266
H 3.7826 2.3596 -4.1637
H 3.5205 3.8399 -5.0118
H 4.4232 4.0503 -2.5527
H 2.9731 5.9354 -1.9276
H 1.9484 5.6428 -3.3694
H 2.8993 8.0121 -3.5004
H 4.4498 8.1564 -4.2488
H 4.2765 7.7771 -2.4723
H 2.7192 2.4571 -1.5370
H 2.3849 3.8899 -0.9800
C -2.6282 -2.9651 -0.1559
C -3.5225 -3.5279 -1.2652
C -3.1965 -2.9905 -2.6702
O -3.6336 -1.6465 -2.7694
C -3.0496 -0.9192 -3.8236
N -3.3423 -4.9804 -1.3119
H -2.9239 -1.9415 0.0673
H -1.5811 -3.0431 -0.4754
H -2.6479 -3.5246 0.7820
H -4.5098 -3.1818 -0.9405
H -3.7658 -3.5560 -3.4208
H -2.1547 -3.2414 -2.9087
H -3.5755 0.0175 -3.9940
H -3.0021 -1.4441 -4.7885
H -1.9903 -0.7026 -3.6471
H -3.1859 -5.3185 -2.2525
H -2.5405 -5.2604 -0.7637
C -0.5008 0.2595 0.2015
C 0.5337 1.3489 0.0588
O 1.4581 1.4796 1.1355
O -1.4032 0.2754 -0.9208
H -1.1436 0.3450 1.0789
H 0.0964 -0.6595 0.2045
H 0.0085 2.2901 -0.1370
H 1.1491 1.1790 -0.8287
H 2.2781 1.0162 0.9418
H -2.0830 0.8715 -0.5861
C 5.5730 -0.7482 -0.4071
C 4.3391 -0.0513 -1.0091
O 4.0994 1.2198 -0.4065
O 6.7890 -0.2068 -0.8991
H 5.4542 -1.8132 -0.6191
H 5.5761 -0.6983 0.6872
H 3.4408 -0.6507 -0.8689
H 4.5290 0.0782 -2.0802
H 4.8790 1.7800 -0.4235
H 6.8217 0.7005 -0.5803


(x)
105
Properties=species:S:1:pos:R:3 method="wB97M-V/def2-TZVPD" smiles=COC[C@H](C)N.COC[C@H](C)N.COC[C@H](C)N.COC[C@H](C)N.COC[C@H](C)N.OCCO.OCCO orbital_gap_ev=9.429 homo_energy_ev=-9.01
C -0.8961 2.3489 -3.8330
C 0.4093 3.1012 -3.5130
O 0.9947 2.9658 -2.2761
O -1.9500 3.1086 -3.2789
H -0.8021 1.3097 -3.5180
H -1.0047 2.1950 -4.9066
H 0.3303 4.1631 -3.7457
H 1.0570 2.7848 -4.3306
H 1.9397 2.8336 -2.3813
H -1.8932 3.1303 -2.3208
C 0.3935 0.5459 -0.1926
C -0.8532 -0.3111 -0.6780
O -0.4037 -1.6385 -0.9155
O 0.0035 1.8965 0.0231
H 1.2944 0.4729 -0.8018
H 0.6358 0.2890 0.8386
H -1.2923 0.1374 -1.5692
H -1.6454 -0.2467 0.0680
H -1.1226 -2.2082 -1.1989
H 0.3548 2.4492 -0.6788
C 3.0990 2.3619 3.4216
C 2.1715 3.5250 3.9240
C 1.4271 4.2555 2.7685
O 0.5528 5.2252 3.3932
C 0.0182 6.2497 2.5183
N 1.2547 2.9178 4.7702
H 3.5708 1.8664 4.2701
H 3.8849 2.7773 2.7908
H 2.5413 1.6057 2.8690
H 2.8376 4.2614 4.3735
H 0.8826 3.5583 2.1317
H 2.1312 4.7446 2.0953
H -0.7382 5.8786 1.8267
H 0.7837 6.7175 1.8992
H -0.5091 7.0272 3.0710
H 0.6884 3.6453 5.1827
H 0.5389 2.4754 4.2116
C 6.2140 -0.1545 -1.1620
C 4.9737 -1.0405 -1.3531
C 4.7824 -1.7272 -2.7525
O 4.0141 -0.8725 -3.5715
C 4.0055 -1.3544 -4.9451
N 5.1533 -2.0841 -0.3460
H 6.3589 0.7150 -1.8030
H 7.1741 -0.6516 -1.3004
H 6.1894 0.1125 -0.1055
H 4.0504 -0.4960 -1.1554
H 4.3509 -2.7201 -2.6252
H 5.7713 -1.9923 -3.1264
H 3.3122 -0.7131 -5.4893
H 3.5181 -2.2994 -5.1852
H 5.0220 -1.3816 -5.3375
H 5.5078 -1.5672 0.4460
H 4.1975 -2.3304 -0.1318
C 2.3579 -4.8038 1.5764
C 1.9225 -4.1925 0.2184
C 0.5538 -4.7573 -0.4107
O 0.6719 -6.2038 -0.5156
C -0.4266 -6.7715 -1.1712
N 1.8847 -2.7214 0.4319
H 2.3089 -5.8871 1.6863
H 1.7153 -4.4649 2.3890
H 3.4276 -4.6099 1.6553
H 2.7324 -4.4822 -0.4511
H 0.4952 -4.3255 -1.4099
H -0.2775 -4.4444 0.2211
H -1.3676 -6.4300 -0.7398
H -0.4748 -7.8602 -1.1943
H -0.4832 -6.4006 -2.1946
H 1.2721 -2.6130 1.2276
H 1.3553 -2.2193 -0.2666
C -4.9792 -3.6423 -0.4522
C -3.5815 -2.8758 -0.3049
C -2.8256 -3.3004 0.9878
O -3.7574 -3.2819 2.0547
C -3.3961 -3.9848 3.2846
N -2.6668 -3.1989 -1.4383
H -5.4621 -3.3208 -1.3750
H -5.5322 -3.2929 0.4197
H -4.7487 -4.7075 -0.4720
H -3.8371 -1.8177 -0.2499
H -2.0166 -2.5961 1.1816
H -2.4260 -4.2954 0.7916
H -2.6361 -3.3829 3.7827
H -3.0008 -4.9372 2.9313
H -4.2553 -4.1052 3.9446
H -3.0309 -2.7384 -2.2601
H -2.7600 -4.1768 -1.6733
C -4.0149 2.2437 -0.6708
C -3.5334 3.5355 0.0351
C -3.6571 3.4453 1.5877
O -3.3925 4.7597 2.1699
C -4.3557 5.8001 1.9618
N -2.1657 3.7433 -0.4134
H -3.4223 1.4516 -0.2131
H -3.7076 2.1515 -1.7125
H -5.0456 1.9004 -0.5817
H -4.1606 4.3096 -0.4070
H -2.9786 2.7063 2.0139
H -4.6572 3.1712 1.9233
H -4.4966 6.0879 0.9199
H -3.8437 6.7153 2.2590
H -5.2516 5.5774 2.5413
H -1.7223 4.4495 0.1566
H -1.6308 2.9317 -0.1391


Most stable one: (w), least stable one: (x).